#a
Below is 3 unconnected molecules or ions with the total composition C5H17NO2, with properties calculated with ωB97M-V/def2-TZVPD.

Cartesian coordinates (Å):
C1 0.594 2.446 0.105
C2 0.707 0.968 0.478
C3 0.292 -0.032 -0.586
C4 -0.777 -1.052 -0.115
C5 -1.319 -1.760 -1.355
N1 -0.023 -1.849 0.865
H1 1.196 3.036 0.800
H2 -0.416 2.840 0.215
H3 0.952 2.665 -0.899
H4 1.679 0.728 0.930
H5 0.112 0.824 1.393
H6 -0.069 0.465 -1.478
H7 1.133 -0.662 -0.877
H8 -1.534 -0.572 0.496
H9 -0.993 -1.317 -2.297
H10 -2.397 -1.588 -1.467
H11 -1.241 -2.830 -1.271
H12 -0.608 -2.278 1.582
H13 0.491 -2.666 0.548
O1 -2.435 -0.542 2.918
H14 -1.738 0.095 3.067
H15 -2.505 -0.882 2.031
O2 3.059 1.059 -2.047
H16 3.252 0.995 -1.094
H17 2.589 1.909 -1.943

The SMILES is CCC[C@@H](C)N.O.O. The net charge is 0. The value obtained for the gap between HOMO and LUMO is 10.17 eV. As for the LUMO energy: 0.78 eV.

#b
Below is 4 unconnected molecules or ions with the total composition C5H17NO2, with properties calculated with ωB97M-V/def2-TZVPD.

Cartesian coordinates (Å):
C1 0.986 0.965 -2.039
C2 -0.151 0.043 -2.424
C3 1.184 0.841 -0.484
N1 0.007 1.279 0.227
C4 0.052 0.708 1.606
C5 -1.324 0.922 2.189
H1 0.848 2.039 -2.175
H2 1.920 0.687 -2.523
H3 0.234 -0.982 -2.529
H4 -0.912 -0.006 -1.646
H5 -0.596 0.326 -3.392
H6 1.256 -0.246 -0.412
H7 2.116 1.353 -0.226
H8 -0.044 2.290 0.258
H9 0.905 1.185 2.135
H10 0.344 -0.336 1.476
H11 -1.472 2.005 2.240
H12 -1.341 0.557 3.230
H13 -2.209 0.464 1.710
H14 -0.047 -1.960 0.588
H15 0.919 -3.057 0.403
O1 0.825 -2.304 1.002
H16 -1.690 -2.372 -0.553
H17 -1.490 -0.855 1.270
O2 -1.233 -1.560 -0.278

The net charge is 0. The value obtained for the gap between HOMO and LUMO is 7.61 eV. As for the LUMO energy: -1.25 eV.

#c
Below is 3 unconnected molecules or ions with the total composition C5H17NO2, with properties calculated with ωB97M-V/def2-TZVPD.

Cartesian coordinates (Å):
C1 -0.390 -2.170 -0.846
C2 0.716 -1.070 -0.829
N1 0.316 0.029 0.187
C3 0.766 1.398 -0.164
C4 -0.364 1.924 -1.188
C5 0.955 2.379 0.984
H1 -0.282 -2.889 -1.653
H2 -0.517 -2.616 0.127
H3 -1.398 -1.748 -0.851
H4 0.855 -0.683 -1.793
H5 1.675 -1.563 -0.466
H6 -0.767 0.135 0.255
H7 1.821 1.349 -0.685
H8 -0.465 3.037 -1.258
H9 -1.334 1.517 -0.752
H10 -0.186 1.597 -2.141
H11 1.371 3.431 0.715
H12 1.621 1.927 1.655
H13 0.008 2.537 1.551
O1 -3.780 -1.206 0.895
H14 -4.261 -0.531 0.528
H15 -4.345 -1.600 1.569
O2 3.020 -1.923 1.364
H16 2.824 -1.064 1.680
H17 2.141 -2.196 1.116

The SMILES is CCNC(C)C.O.O. The net charge is 0. The value obtained for the gap between HOMO and LUMO is 9.38 eV. As for the LUMO energy: 0.64 eV.

#d
Below is a molecular structure, C5H17NO2, with properties calculated with ωB97M-V/def2-TZVPD.

Cartesian coordinates (Å):
C1 2.481 -1.524 -0.624
N1 2.040 -0.202 -0.881
C2 -1.355 -0.241 -1.119
C3 -0.410 -0.697 -0.077
C4 1.010 0.045 0.028
C5 0.834 1.588 0.355
H1 2.192 -2.247 -1.324
H2 3.596 -1.621 -0.478
H3 2.073 -1.973 0.370
H4 0.272 1.974 -3.393
H5 -2.089 -1.031 -1.337
H6 -1.884 0.716 -0.949
H7 -0.890 -0.048 -2.155
H8 -0.101 -1.770 -0.234
H9 -1.041 -0.549 0.821
H10 1.261 -0.267 1.046
H11 0.162 2.133 -0.376
H12 1.868 1.909 0.563
H13 0.337 1.807 1.181
H14 -2.925 1.450 1.923
H15 0.998 2.201 -3.560
O1 -2.650 0.711 1.431
H16 -1.897 -1.059 3.743
H17 -2.234 -0.250 2.263
O2 -1.646 -1.055 2.782

The net charge is 0. The value obtained for the gap between HOMO and LUMO is 3.13 eV. As for the LUMO energy: -4.53 eV.

Stability ranking, top and bottom: #a is the most stable and #d is the least stable.

#a
Below is 3 unconnected molecules or ions with the total composition C5H17NO2, with properties calculated with ωB97M-V/def2-TZVPD.

Cartesian coordinates (Å):
C1 -0.351 -1.435 2.400
C2 0.297 -0.447 1.360
C3 -0.694 0.248 0.526
C4 -1.188 1.570 1.253
N1 0.025 0.706 -0.728
C5 -0.554 1.964 -1.468
H1 -0.454 -1.040 3.356
H2 -0.076 -2.579 2.280
H3 -1.354 -1.846 2.117
H4 0.972 0.385 1.757
H5 1.088 -0.981 0.827
H6 -1.553 -0.386 0.232
H7 -2.012 2.065 0.699
H8 -1.313 1.306 2.332
H9 -0.281 2.224 1.116
H10 1.005 0.787 -0.546
H11 -0.413 1.641 -2.454
H12 0.103 2.852 -1.396
H13 -1.581 2.061 -1.290
O1 -0.874 -2.455 -2.177
H14 -0.706 -1.561 -2.256
H15 -1.716 -2.699 -1.695
O2 2.949 0.164 -0.605
H16 2.590 -0.313 -1.407
H17 3.872 0.080 -0.751

The SMILES is CC[C@@H](C)NC.O.O. The net charge is 0. The value obtained for the gap between HOMO and LUMO is 9.06 eV. As for the LUMO energy: 0.66 eV.

#b
Below is 3 unconnected molecules or ions with the total composition C5H17NO2, with properties calculated with ωB97M-V/def2-TZVPD.

Cartesian coordinates (Å):
C1 -0.272 1.820 -0.417
C2 -0.714 0.659 -1.333
C3 -0.008 0.743 -2.719
N1 -0.611 -0.684 -0.800
C4 -1.659 -1.065 0.127
C5 0.721 -1.161 -0.400
H1 -0.930 2.671 -0.509
H2 0.749 2.135 -0.639
H3 -0.241 1.429 0.602
H4 -1.773 0.777 -1.571
H5 0.766 1.482 -2.661
H6 0.475 -0.161 -3.091
H7 -0.707 1.042 -3.482
H8 -1.574 -0.539 1.097
H9 -2.618 -0.944 -0.358
H10 -1.479 -2.082 0.495
H11 0.558 -2.231 -0.306
H12 1.072 -0.567 0.437
H13 1.413 -0.939 -1.215
O1 1.834 -1.510 2.710
H14 1.809 -2.257 2.117
H15 1.965 -0.688 2.240
O2 0.149 0.664 2.932
H16 0.450 -0.046 3.509
H17 0.624 1.452 3.235

The SMILES is CC(C)N(C)C.O.O. The net charge is 0. The value obtained for the gap between HOMO and LUMO is 8.55 eV. As for the LUMO energy: 0.66 eV.

Stability ranking, top and bottom: #b is the most stable and #a is the least stable.

#a
Below is 3 unconnected molecules or ions with the total composition C5H17NO2, with properties calculated with ωB97M-V/def2-TZVPD.

Cartesian coordinates (Å):
C1 0.098 -0.376 1.535
C2 1.473 -0.305 0.943
C3 2.092 -1.767 0.910
N1 1.633 0.027 -0.525
C4 1.358 1.525 -0.553
C5 0.639 -0.567 -1.356
H1 -0.640 -0.633 0.807
H2 -0.385 0.479 2.167
H3 0.142 -1.335 2.189
H4 2.136 0.360 1.431
H5 2.192 -2.298 1.876
H6 1.649 -2.458 0.159
H7 3.127 -1.664 0.416
H8 2.124 2.270 -0.605
H9 0.621 1.728 -1.322
H10 0.763 1.834 0.297
H11 0.440 0.059 -2.123
H12 -0.157 -0.819 -0.792
H13 1.151 -1.499 -1.694
O1 -2.551 1.558 -1.257
H14 -2.517 1.220 -2.169
H15 -1.760 2.017 -1.100
O2 -3.388 -0.381 0.457
H16 -3.889 -0.331 1.346
H17 -2.872 0.406 0.325

The SMILES is CC(C)N(C)C.O.O. The net charge is 0. The value obtained for the gap between HOMO and LUMO is 9.38 eV. As for the LUMO energy: 0.60 eV.

#b
Below is 3 unconnected molecules or ions with the total composition C5H17NO2, with properties calculated with ωB97M-V/def2-TZVPD.

Cartesian coordinates (Å):
C1 -1.117 1.031 -0.067
C2 -0.824 0.313 -1.391
C3 -0.152 1.291 -2.334
N1 0.004 -0.919 -1.254
C4 -0.668 -2.021 -0.591
C5 1.298 -0.700 -0.626
H1 -1.791 0.496 0.586
H2 -1.685 1.924 -0.345
H3 -0.159 1.277 0.375
H4 -1.736 -0.140 -1.781
H5 -0.902 2.008 -2.656
H6 0.625 1.824 -1.809
H7 0.276 0.850 -3.235
H8 -1.740 -1.900 -0.756
H9 -0.357 -2.957 -1.055
H10 -0.502 -2.107 0.489
H11 1.970 -1.477 -0.907
H12 1.317 -0.775 0.463
H13 1.727 0.267 -0.832
O1 0.490 -1.072 2.966
H14 0.734 -0.736 3.842
H15 -0.462 -1.180 3.063
O2 1.035 1.645 2.919
H16 1.239 0.750 2.613
H17 1.380 2.309 2.323

The SMILES is CC(C)N(C)C.O.O. The net charge is 0. The value obtained for the gap between HOMO and LUMO is 8.80 eV. As for the LUMO energy: 0.63 eV.

Stability ranking, top and bottom: #b is the most stable and #a is the least stable.

#a
Below is a single C8H10O molecule, with properties calculated with ωB97M-V/def2-TZVPD.

Cartesian coordinates (Å):
C1 2.306 0.038 0.404
C2 1.668 1.246 0.453
C3 0.953 0.317 -1.528
C4 0.307 1.054 -0.421
C5 0.282 -1.273 0.114
C6 1.485 -0.828 -0.661
C7 -0.519 -0.038 0.221
C8 -1.665 0.375 1.068
O1 3.336 -0.332 0.970
H1 0.237 0.055 -2.359
H2 1.720 0.763 -1.986
H3 1.830 1.842 1.332
H4 -0.302 1.906 -0.764
H5 -0.341 -2.019 -0.383
H6 0.481 -1.678 1.126
H7 2.094 -1.553 -1.228
H8 -1.260 0.827 1.862
H9 -2.316 -0.425 1.356
H10 -2.211 1.136 0.424

The net charge is 0. The value obtained for the gap between HOMO and LUMO (spin up / spin down) is 9.10 / 6.28 eV. As for the LUMO energy (spin up / spin down): 0.28 / -1.24 eV.

#b
Below is a single C8H10O molecule, with properties calculated with ωB97M-V/def2-TZVPD.

Cartesian coordinates (Å):
C1 0.591 2.122 0.070
C2 0.683 0.802 -0.015
C3 2.186 -0.104 -0.038
O1 3.309 0.329 -0.010
C4 1.666 -1.436 0.101
C5 0.337 -1.544 0.114
C6 -0.288 -0.236 0.005
C7 -1.062 -0.246 -1.380
C8 -1.455 -0.036 1.119
H1 -0.321 2.680 0.248
H2 1.488 2.742 0.231
H3 2.405 -2.222 -0.001
H4 -0.256 -2.376 0.395
H5 -1.899 -0.866 -1.081
H6 -0.542 -0.772 -2.156
H7 -1.475 0.785 -1.624
H8 -2.189 0.779 0.701
H9 -1.071 0.510 1.985
H10 -2.108 -0.909 1.336

The SMILES is C=C1C(=O)C=CC1(C)C. The net charge is 0. The value obtained for the gap between HOMO and LUMO is 9.24 eV. As for the LUMO energy: 0.03 eV.

Stability ranking, top and bottom: #b is the most stable and #a is the least stable.